Entry 1:
{
  "formula": "C37H21N3O5",
  "method": "ωB97M-V/def2-TZVPD",
  "elements": ["O", "C", "C", "C", "C", "C", "C", "C", "C", "O", "C", "C", "C", "C", "C", "C", "H", "H", "H", "H", "H", "H", "H", "H", "O", "C", "C", "C", "C", "C", "C", "C", "C", "O", "C", "C", "C", "C", "C", "C", "H", "H", "H", "H", "H", "H", "H", "H", "N", "C", "O", "C", "C", "C", "C", "N", "C", "C", "N", "C", "C", "H", "H", "H", "H", "H"],
  "coordinates": [[-2.8140, -2.1212, -1.8399], [-2.2343, -1.1633, -2.3103], [-1.9991, 0.0574, -1.4929], [-2.4306, 0.0885, -0.1721], [-2.1833, 1.2046, 0.6105], [-1.5022, 2.2954, 0.0785], [-1.0850, 2.2756, -1.2423], [-1.3364, 1.1610, -2.0343], [-0.8987, 1.1599, -3.4559], [-0.3703, 2.1399, -3.9418], [-1.1152, -0.0674, -4.2672], [-0.6802, -0.0986, -5.5868], [-0.8468, -1.2473, -6.3432], [-1.4487, -2.3707, -5.7842], [-1.8965, -2.3401, -4.4741], [-1.7368, -1.1884, -3.7119], [-2.9558, -0.7605, 0.2454], [-2.5165, 1.2249, 1.6407], [-1.2980, 3.1613, 0.6954], [-0.5599, 3.1264, -1.6560], [-0.2078, 0.7723, -6.0218], [-0.5038, -1.2709, -7.3700], [-1.5704, -3.2710, -6.3733], [-2.3671, -3.2158, -4.0462], [3.8125, 6.7144, 5.4873], [3.1380, 6.0986, 4.6878], [3.7394, 5.0208, 3.8575], [5.0832, 4.7045, 4.0171], [5.6445, 3.6769, 3.2769], [4.8655, 2.9591, 2.3745], [3.5299, 3.2815, 2.1994], [2.9635, 4.3162, 2.9348], [1.5338, 4.6640, 2.7245], [0.8744, 4.0860, 1.8835], [0.9265, 5.7273, 3.5684], [-0.4184, 6.0408, 3.4100], [-1.0030, 7.0065, 4.2124], [-0.2463, 7.6636, 5.1778], [1.0977, 7.3646, 5.3300], [1.6906, 6.4002, 4.5237], [5.6893, 5.2580, 4.7221], [6.6906, 3.4292, 3.4058], [5.3032, 2.1483, 1.8059], [2.9270, 2.7257, 1.4934], [-1.0098, 5.5280, 2.6631], [-2.0516, 7.2466, 4.0900], [-0.7072, 8.4116, 5.8103], [1.6845, 7.8794, 6.0792], [-3.4649, -5.5788, -4.5898], [-3.1728, -6.6359, -4.1976], [-2.8728, -7.8244, -3.7301], [-2.2182, -7.6161, -2.4801], [-3.0117, -7.6151, -1.2881], [-2.3784, -7.4039, -0.1074], [-0.9634, -7.2033, -0.0307], [-0.4222, -6.9800, 1.1999], [0.8706, -6.7733, 1.1530], [1.6388, -6.8210, -0.0549], [1.1552, -7.0382, -1.2538], [-0.1960, -7.2115, -1.2093], [-0.8815, -7.4186, -2.4461], [-4.0856, -7.7710, -1.3914], [-2.9472, -7.3651, 0.8243], [1.3853, -6.5880, 2.1007], [2.7183, -6.6490, 0.0245], [-0.3539, -7.4109, -3.4049]],
  "atomic_forces_ev_per_a": [[0.0, 0.0, 0.0], [-0.2, -0.3, 0.1], [0.1, 0.1, -0.1], [0.0, 0.1, 0.2], [0.0, 0.0, -0.1], [-0.1, 0.0, 0.0], [0.0, 0.1, 0.1], [0.0, -0.1, 0.1], [0.2, 0.3, -0.2], [0.0, 0.0, 0.0], [-0.1, -0.1, 0.1], [0.1, -0.1, -0.2], [0.0, 0.0, 0.1], [0.0, 0.1, 0.0], [0.0, -0.2, 0.0], [0.1, 0.1, -0.1], [0.0, -0.1, -0.1], [0.0, 0.0, 0.0], [0.1, 0.0, 0.0], [0.0, -0.1, -0.1], [0.0, 0.0, 0.1], [0.0, 0.0, 0.0], [0.0, 0.0, 0.0], [-0.1, 0.1, 0.1], [0.0, 0.0, 0.0], [0.2, 0.2, 0.3], [-0.1, -0.1, -0.1], [0.2, -0.1, 0.0], [-0.1, 0.0, 0.0], [0.0, 0.1, 0.1], [0.1, -0.1, -0.1], [0.1, 0.1, 0.1], [-0.2, -0.2, -0.3], [0.0, 0.0, 0.0], [0.1, 0.1, 0.1], [-0.2, 0.1, 0.0], [0.1, 0.0, 0.0], [0.0, -0.1, -0.1], [-0.1, 0.1, 0.1], [-0.1, -0.1, -0.1], [-0.1, 0.1, 0.0], [0.0, 0.0, 0.0], [0.0, 0.0, 0.0], [-0.1, 0.1, 0.0], [0.1, -0.1, 0.0], [0.0, 0.0, 0.0], [0.0, 0.0, 0.0], [0.1, -0.1, -0.1], [0.5, -1.5, 0.4], [-0.6, 0.8, -0.6], [0.0, 1.1, 0.1], [-0.1, -0.2, 1.4], [0.2, -0.1, -1.1], [-0.1, 0.0, 0.5], [-0.8, 0.0, 0.2], [0.7, 0.1, -0.6], [0.1, -0.2, 0.2], [0.8, 0.2, 0.2], [-0.5, 0.1, 1.3], [-0.6, -0.3, -1.2], [0.2, -0.1, -0.7], [0.3, 0.1, 0.2], [0.3, 0.0, -0.3], [-0.1, 0.0, -0.3], [-0.3, -0.1, 0.0], [0.1, 0.0, 0.5]],
  "nbo_charge": [-0.53, 0.52, -0.06, -0.18, -0.20, -0.19, -0.15, -0.15, 0.55, -0.53, -0.15, -0.16, -0.19, -0.19, -0.17, -0.07, 0.24, 0.22, 0.23, 0.24, 0.24, 0.22, 0.22, 0.25, -0.54, 0.62, -0.17, -0.16, -0.19, -0.19, -0.19, -0.07, 0.61, -0.56, -0.07, -0.19, -0.19, -0.19, -0.15, -0.18, 0.24, 0.22, 0.22, 0.24, 0.23, 0.22, 0.22, 0.24, -0.41, 0.54, -0.46, 0.27, -0.23, -0.17, 0.08, -0.34, 0.01, 0.01, -0.36, 0.18, -0.25, 0.24, 0.24, 0.20, 0.20, 0.25],
  "homo_lumo_gap_ha": 0.3095,
  "total_energy_ev": -53417.2360,
  "charge": 0
}

***

Entry 2:
{
  "formula": "C35H70IN9O9PS",
  "method": "ωB97M-V/def2-TZVPD",
  "elements": ["C", "C", "I", "C", "N", "C", "C", "C", "C", "S", "O", "O", "O", "C", "N", "C", "C", "C", "N", "C", "C", "C", "C", "C", "C", "C", "C", "N", "P", "C", "O", "H", "H", "H", "H", "H", "H", "H", "H", "H", "H", "H", "H", "H", "H", "H", "H", "H", "H", "H", "H", "H", "H", "H", "H", "H", "H", "H", "H", "H", "H", "H", "H", "H", "H", "H", "C", "O", "N", "C", "C", "H", "H", "H", "H", "H", "H", "H", "C", "O", "N", "C", "C", "H", "H", "H", "H", "H", "H", "H", "C", "O", "N", "C", "C", "H", "H", "H", "H", "H", "H", "H", "C", "O", "N", "C", "C", "H", "H", "H", "H", "H", "H", "H", "C", "O", "N", "C", "C", "H", "H", "H", "H", "H", "H", "H"],
  "coordinates": [[1.1337, -0.3067, 6.6958], [0.8394, -0.1263, 5.0606], [-1.3903, -0.1309, 4.9095], [1.3078, 1.3343, 4.5472], [2.5757, 1.4400, 3.7436], [3.0435, 0.2965, 2.8730], [2.1604, 0.4280, 1.4580], [0.8001, -0.4731, 1.4354], [-0.4748, 0.5582, 1.1372], [-2.0357, -0.3161, 0.5840], [-3.0340, -0.4504, 1.7955], [-1.8015, -1.7503, 0.0487], [-2.9102, 0.5959, -0.6097], [3.2867, 2.6472, 3.7635], [4.5793, 2.9038, 2.9999], [4.4304, 3.9727, 1.9447], [4.7920, 3.4983, 0.4190], [6.2800, 4.1565, 0.0607], [7.4150, 3.3298, 0.6398], [2.9256, 4.6132, 2.0044], [2.6664, 5.0368, 3.6008], [1.1569, 5.7288, 3.6064], [-0.2382, 4.9576, 3.9940], [-1.6300, 5.8744, 3.8619], [-1.6552, 7.4476, 3.3692], [-0.2423, 8.2177, 2.9989], [1.1354, 7.3320, 3.1278], [2.8232, 3.8836, 4.5636], [3.9627, 4.2351, 5.8919], [3.6814, 6.0085, 6.6180], [3.6757, 3.1839, 7.2831], [2.1170, 0.2255, 7.0450], [0.1907, 0.1440, 7.2648], [1.1117, -1.4689, 6.9051], [1.1666, -1.0583, 4.4556], [1.2729, 2.0296, 5.5171], [0.4350, 1.7597, 3.8521], [4.1740, 0.3924, 2.5001], [2.9910, -0.7666, 3.3526], [1.8194, 1.5666, 1.3457], [2.7955, 0.1919, 0.5031], [0.6308, -1.1742, 2.3531], [0.8404, -1.1853, 0.4796], [-0.1150, 1.3457, 0.3377], [-0.7282, 1.1564, 2.1117], [-2.5824, 1.5463, -0.6094], [5.3841, 3.1028, 3.6362], [5.1913, 4.8465, 2.2274], [4.0445, 4.0048, -0.3594], [4.7676, 2.3419, 0.2392], [6.4633, 4.2086, -1.1135], [6.4080, 5.2542, 0.4587], [7.3838, 3.3141, 1.6934], [8.2848, 3.8939, 0.4156], [2.0810, 3.9317, 1.5675], [2.8623, 5.6449, 1.4105], [3.4766, 5.8807, 3.8235], [-0.2321, 3.8316, 4.3144], [-2.6748, 5.3704, 4.0908], [-2.6461, 8.0788, 3.2424], [-0.1464, 9.3335, 2.6397], [2.1521, 7.8747, 2.8276], [4.3788, 6.1189, 7.5768], [4.0564, 6.7702, 5.7919], [2.5412, 6.1718, 6.8533], [4.5383, 2.7740, 7.6001], [-3.7289, -0.3405, -5.8423], [-3.4312, -0.6107, -6.9987], [-3.2881, -1.0162, -4.7244], [-3.6883, -0.6317, -3.3874], [-2.3972, -2.1459, -4.8901], [-4.4004, 0.4999, -5.6018], [-2.7946, -0.3780, -2.8102], [-4.2039, -1.4737, -2.9169], [-4.3583, 0.2322, -3.4100], [-1.4894, -1.8119, -5.4014], [-2.8914, -2.9020, -5.5076], [-2.1357, -2.5767, -3.9197], [0.1980, -7.3862, -5.3756], [1.3597, -7.4730, -4.9988], [-0.6265, -6.2987, -5.1811], [-1.9925, -6.2756, -5.6597], [-0.1126, -5.1425, -4.4764], [-0.2933, -8.2081, -5.9217], [-2.1086, -5.4410, -6.3570], [-2.6636, -6.1390, -4.8069], [-2.2466, -7.2083, -6.1707], [0.7555, -4.7528, -5.0164], [0.2034, -5.4473, -3.4743], [-0.8780, -4.3653, -4.4005], [5.3825, -2.5127, 3.4859], [4.4199, -1.9921, 2.9368], [6.6705, -2.0215, 3.4766], [7.7558, -2.6999, 4.1531], [6.9491, -0.7891, 2.7687], [5.2833, -3.4531, 4.0524], [8.1785, -2.0276, 4.9052], [8.5231, -2.9595, 3.4182], [7.4052, -3.6121, 4.6435], [6.3383, 0.0124, 3.1948], [6.6809, -0.9146, 1.7154], [8.0078, -0.5281, 2.8505], [-5.5459, -6.7524, -4.8040], [-4.5149, -6.5688, -5.4383], [-6.0593, -7.9821, -4.4509], [-7.2885, -8.1132, -3.6976], [-5.3490, -9.1811, -4.8447], [-6.1647, -5.9097, -4.4543], [-7.0755, -8.6393, -2.7626], [-8.0058, -8.6891, -4.2891], [-7.7166, -7.1334, -3.4687], [-4.3423, -9.1557, -4.4169], [-5.2678, -9.2052, -5.9356], [-5.8750, -10.0736, -4.4950], [-7.6081, 0.0575, -4.8924], [-8.2456, -0.0387, -3.8515], [-7.8667, 0.9525, -5.9085], [-7.0624, 1.0020, -7.1111], [-8.9766, 1.8726, -5.7710], [-6.7434, -0.5937, -5.1005], [-6.6203, 1.9985, -7.1999], [-7.7048, 0.8059, -7.9743], [-6.2634, 0.2561, -7.0815], [-8.8221, 2.4866, -4.8787], [-9.9011, 1.3001, -5.6491], [-9.0556, 2.5162, -6.6515]],
  "atomic_forces_ev_per_a": [[-1.0, -0.4, -0.5], [0.4, -0.1, 1.3], [1.1, -0.1, -0.2], [-2.7, 0.7, 0.5], [3.3, 3.9, 0.8], [0.7, -0.4, -2.8], [-0.7, 0.4, 0.3], [-0.6, -0.4, -1.9], [1.7, 1.0, 0.4], [-5.1, -5.7, 2.8], [4.1, 1.7, -4.3], [0.3, 5.7, 0.7], [2.7, 0.2, 1.8], [0.3, -0.2, 0.5], [-2.3, -1.0, 0.5], [-0.5, 1.4, -1.0], [0.8, 1.4, -0.6], [0.0, -0.2, -0.6], [0.3, 1.5, 0.3], [0.6, 0.9, 0.9], [-1.2, 1.6, -1.8], [-2.8, 2.0, 0.2], [0.5, 4.9, -1.7], [2.6, 1.6, -1.0], [3.8, -1.7, 0.1], [0.6, -5.0, 1.3], [-3.2, -1.1, 0.5], [-0.7, -2.2, -1.3], [2.6, -0.4, 1.9], [-0.9, 0.2, -0.4], [0.4, 0.8, -1.4], [-1.8, -1.2, -0.7], [2.3, -0.8, -1.1], [0.3, 2.5, -0.2], [-0.4, 1.9, 1.0], [0.6, -1.4, -2.4], [2.0, -0.9, 1.3], [-2.6, 0.3, 1.5], [-0.3, 2.5, -0.7], [1.0, -2.3, 0.3], [-1.0, 0.3, 2.1], [0.2, 1.6, -1.6], [-0.1, 1.4, 2.2], [-0.9, -1.7, 1.3], [0.0, -1.3, -1.9], [-0.5, -1.4, 0.1], [-1.4, -0.2, -0.3], [-1.7, -1.8, -0.6], [1.4, -1.1, 1.9], [0.2, 2.2, 0.6], [-0.6, -0.3, 2.5], [-0.9, -1.8, -0.8], [-0.2, 0.2, -1.5], [-1.2, -1.1, 0.4], [1.6, 1.0, 1.0], [0.3, -2.4, 1.2], [-1.8, -1.7, -0.4], [-0.2, 2.6, -0.6], [2.5, 1.1, -0.5], [2.2, -1.8, 0.5], [-0.4, -2.5, 0.9], [-2.4, -1.4, 0.8], [-1.6, -0.5, -2.1], [-0.9, -1.6, 1.8], [2.3, 0.0, -0.3], [-1.5, 0.9, -1.0], [0.6, -0.8, 0.2], [-0.2, 0.1, 0.9], [-0.6, 0.9, -1.1], [0.2, -0.2, -0.1], [0.0, 0.0, -0.3], [0.0, 0.0, 0.2], [-0.3, -0.1, 0.1], [0.0, 0.2, 0.2], [0.1, -0.1, -0.1], [0.0, -0.2, 0.0], [0.2, -0.1, 0.1], [-0.2, 0.2, -0.1], [-0.1, 0.9, 0.3], [-0.7, 0.3, -0.1], [1.0, -1.3, -0.4], [0.4, 0.2, 0.4], [0.3, -0.2, 0.0], [-0.1, 0.1, 0.0], [-0.2, -0.1, 0.0], [0.3, 0.0, -0.4], [0.1, 0.2, 0.2], [0.0, 0.1, 0.2], [0.1, 0.2, 0.0], [0.1, -0.3, -0.1], [1.3, 0.2, 0.1], [0.7, -0.3, 0.0], [-1.7, -0.7, 0.1], [0.1, 0.1, -0.1], [-0.3, 0.0, -0.2], [0.1, 0.1, 0.0], [0.1, -0.2, 0.0], [0.0, -0.1, 0.2], [0.0, 0.2, -0.1], [0.1, 0.1, -0.1], [0.1, 0.2, 0.1], [-0.2, -0.1, 0.0], [-0.2, -0.9, 0.0], [-1.5, -0.5, 0.3], [0.4, 1.5, -0.3], [0.1, -0.1, -0.1], [0.3, 0.1, -0.2], [-0.1, -0.1, 0.0], [-0.2, 0.0, 0.0], [-0.1, 0.1, 0.2], [0.1, -0.1, -0.1], [-0.1, -0.2, -0.1], [0.1, -0.2, 0.1], [0.0, 0.3, 0.0], [-0.6, 0.6, -0.2], [0.4, 0.3, -0.8], [0.5, -1.0, 0.9], [-0.1, 0.0, 0.1], [-0.1, -0.1, 0.3], [0.0, 0.0, -0.1], [0.1, -0.1, -0.2], [0.2, 0.0, -0.1], [-0.2, 0.1, 0.0], [-0.2, 0.0, -0.1], [0.0, 0.2, 0.0], [0.1, -0.2, 0.1]],
  "lowdin_charge": [-0.18, -0.66, 0.90, -0.22, 0.01, -0.11, -0.13, -0.18, -0.25, 0.80, -0.43, -0.35, -0.23, -0.13, 0.04, -0.31, -0.13, -0.29, -0.06, -0.09, -0.32, -0.10, -0.01, -0.05, -0.06, -0.05, -0.03, -0.23, 0.91, -0.27, -0.37, 0.08, 0.06, 0.10, 0.07, 0.15, 0.07, 0.13, 0.11, 0.10, 0.13, 0.11, 0.13, 0.12, 0.07, 0.10, 0.10, 0.15, 0.12, 0.12, 0.13, 0.11, 0.06, 0.08, 0.12, 0.15, 0.13, 0.06, 0.09, 0.09, 0.09, 0.10, 0.08, 0.05, 0.07, 0.06, -0.34, 0.01, -0.20, -0.07, -0.05, 0.12, 0.07, 0.10, 0.09, 0.10, 0.09, 0.08, -0.33, -0.01, -0.20, -0.08, -0.04, 0.13, 0.09, 0.07, 0.08, 0.09, 0.09, 0.06, -0.28, -0.04, -0.20, -0.05, -0.04, 0.14, 0.09, 0.10, 0.09, 0.07, 0.10, 0.10, -0.29, -0.03, -0.21, -0.06, -0.04, 0.13, 0.09, 0.09, 0.09, 0.09, 0.10, 0.09, -0.33, 0.00, -0.21, -0.06, -0.05, 0.12, 0.09, 0.09, 0.07, 0.09, 0.09, 0.09],
  "homo_lumo_gap_ha": 0.1994,
  "total_energy_ev": -97469.7187,
  "charge": 1
}

***

Entry 3:
{
  "formula": "C4H3FNO2",
  "method": "ωB97M-V/def2-TZVPD",
  "elements": ["O", "C", "C", "C", "O", "C", "N", "F", "H", "H", "H"],
  "coordinates": [[-1.4338, -0.5930, 3.0750], [-1.3758, -0.7045, 1.8812], [-1.4089, -0.7974, 0.6019], [-0.2998, 0.1377, -0.3062], [-0.4706, 0.0713, -1.5213], [0.6813, -0.9459, 0.1550], [1.4240, -1.0857, 1.1741], [2.0323, -2.4961, 1.1432], [-1.4628, -1.7577, -0.0094], [-0.1908, 1.0770, 0.3201], [0.5924, -1.8275, -0.5078]],
  "atomic_forces_ev_per_a": [[0.5, 0.1, -2.3], [-1.5, -0.5, 2.7], [-0.5, -1.1, -1.5], [0.9, -0.6, 3.5], [-0.8, 1.1, -3.0], [1.7, -1.9, 0.2], [0.9, 0.1, -0.2], [-0.7, 1.1, -0.2], [-0.6, 1.4, 1.4], [-0.1, -0.3, -0.7], [0.2, 0.6, 0.1]],
  "nbo_charge": [-0.55, 0.67, -0.66, 0.23, -0.79, 0.02, -0.11, -0.38, 0.26, 0.11, 0.19],
  "homo_lumo_gap_ha": 0.2959,
  "e_above_lowest_ev": 6.094,
  "total_energy_ev": -12495.4166,
  "charge": -1
}

***

Listing HOMO for the structures above in their given order: -9.502 -9.615 -4.054 eV.